{
  "formula": "C8H18N2",
  "method": "ωB97M-V/def2-TZVPD",
  "largest_force_ev_per_a": 5.3,
  "orbital_gap_ev": 8.80,
  "e_above_lowest_ev": 2.5943,
  "smiles": "CC(C)/C=N/NCC(C)C",
  "e_homo_ha": -0.2833,
  "species": ["C", "C", "C", "C", "N", "N", "C", "C", "C", "C", "H", "H", "H", "H", "H", "H", "H", "H", "H", "H", "H", "H", "H", "H", "H", "H", "H", "H"],
  "positions_angstrom": [[0.7387, 1.1327, 3.9267], [0.2516, 1.4646, 2.5126], [-0.5295, 2.7299, 2.2851], [-0.3937, 0.2715, 1.8252], [-0.2333, 0.1454, 0.4671], [-1.0502, -0.7065, -0.1682], [-0.9954, -0.6810, -1.6561], [0.3455, -1.0257, -2.2939], [0.5630, -2.6206, -2.3551], [0.5115, -0.5520, -3.6900], [1.3143, 0.1442, 4.0362], [1.3345, 1.8470, 4.2822], [-0.1948, 1.0782, 4.4638], [1.1375, 1.5844, 1.8792], [-0.7899, 2.7678, 1.2110], [0.1977, 3.5066, 2.5273], [-1.4062, 2.7564, 2.9230], [-1.1035, -0.4003, 2.3733], [-1.3540, -1.5591, 0.3187], [-1.7320, -1.3791, -2.0216], [-1.2890, 0.2600, -1.8677], [1.1707, -0.4970, -1.7728], [1.4971, -2.7997, -2.8196], [-0.2977, -3.0800, -2.8924], [0.5703, -3.0707, -1.3292], [0.4898, 0.5050, -3.7857], [-0.2633, -0.9943, -4.3146], [1.5101, -0.8278, -4.0645]],
  "mulliken_charge": [-1.594, 0.944, -1.201, -0.686, -0.278, -0.115, -1.154, 0.883, -1.353, -1.622, 0.304, 0.480, 0.370, 0.160, 0.353, 0.298, 0.333, 0.302, 0.331, 0.437, 0.372, 0.208, 0.436, 0.328, 0.301, 0.432, 0.343, 0.389]
}

---

{
  "formula": "C8H18N2NaO4S",
  "method": "ωB97M-V/def2-TZVPD",
  "charge": 1,
  "largest_force_ev_per_a": 7.7,
  "orbital_gap_ev": 6.70,
  "e_above_lowest_ev": 5.7878,
  "e_homo_ha": -0.4197,
  "species": ["C", "C", "O", "N", "C", "C", "C", "C", "C", "O", "S", "O", "O", "C", "N", "H", "H", "H", "H", "H", "H", "H", "H", "H", "H", "H", "H", "H", "H", "H", "H", "H", "H", "Na"],
  "positions_angstrom": [[3.4478, -0.9892, 1.8536], [3.5435, 0.2489, 0.7824], [4.7961, 0.6817, 0.4748], [2.3641, 0.9096, 0.0839], [2.7723, 2.3488, -0.2963], [2.0509, 0.2614, -1.2461], [1.5343, -1.2904, -1.1651], [0.4444, -1.6081, 0.0148], [-0.7441, -0.4929, 0.1908], [-1.9704, -0.8087, -0.5815], [-3.1804, 0.3712, -0.3595], [-3.1386, 1.0239, 1.0440], [-4.6929, -0.4685, -0.3914], [-5.7819, 0.5109, -0.2279], [-6.6031, 0.2196, 1.0426], [2.6002, -0.8250, 2.6768], [3.0728, -1.9354, 1.2291], [4.4530, -1.2682, 2.3848], [1.8030, 2.8141, -0.8123], [3.5853, 2.3108, -1.1663], [3.1413, 2.9676, 0.6315], [2.9808, 0.3478, -1.9534], [1.1854, 0.9089, -1.7416], [2.4999, -1.9742, -1.0170], [1.1291, -1.5682, -2.2489], [0.8958, -1.8037, 1.0766], [-0.0986, -2.6238, -0.2986], [-1.0735, -0.5425, 1.3367], [-0.4171, 0.6176, 0.0036], [-5.4168, 1.6243, -0.1498], [-6.5743, 0.4911, -1.1194], [-7.2319, -0.6055, 0.8525], [-5.9446, -0.0541, 1.8080], [4.5681, 0.2004, -2.7113]],
  "mulliken_charge": [-0.860, 0.526, -0.534, 0.150, -0.567, 0.073, -0.611, -0.472, -0.495, -0.313, 0.607, -0.504, -0.332, -0.228, -0.615, 0.295, 0.153, 0.318, 0.286, 0.152, 0.306, -0.857, 0.529, 0.275, 0.364, 0.193, 0.333, 0.337, 0.378, 0.306, 0.300, 0.258, 0.274, 0.972]
}

---

{
  "formula": "C8H18N2O3",
  "method": "ωB97M-V/def2-TZVPD",
  "largest_force_ev_per_a": 4.8,
  "orbital_gap_ev": 10.07,
  "e_above_lowest_ev": 0.3064,
  "smiles": "CCC[C@H](O)/N=N\\O.CCCC=O",
  "e_homo_ha": -0.3461,
  "species": ["C", "C", "C", "C", "O", "N", "N", "O", "H", "H", "H", "H", "H", "H", "H", "H", "H", "H", "C", "C", "C", "C", "O", "H", "H", "H", "H", "H", "H", "H", "H"],
  "positions_angstrom": [[-4.5716, 0.6667, 0.3240], [-3.6989, 0.5900, -0.8789], [-3.1002, -0.7777, -1.1640], [-1.9264, -1.1487, -0.2361], [-2.3341, -1.3259, 1.0932], [-0.9503, -0.1455, -0.4216], [-0.4306, 0.5183, 0.4111], [-0.6885, 0.3279, 1.8150], [-5.3697, 0.0894, 0.0251], [-4.9456, 1.6593, 0.5392], [-4.0283, 0.2689, 1.2328], [-4.3334, 0.8260, -1.7116], [-2.8586, 1.2072, -0.5430], [-2.6004, -0.8019, -2.2616], [-3.8766, -1.5174, -1.2861], [-1.5424, -2.0560, -0.6850], [-1.6170, -1.4252, 1.7401], [0.0020, 0.8693, 2.2470], [5.4121, -0.2261, 0.1142], [4.0477, 0.4070, 0.6130], [3.0136, 0.8859, -0.4038], [2.0363, -0.3110, -0.5586], [1.8181, -1.2029, 0.2510], [5.9783, -0.7212, 0.8994], [5.3456, -0.9116, -0.7306], [5.9850, 0.6539, -0.1638], [4.4410, 1.3227, 1.2440], [3.6445, -0.2283, 1.3862], [3.3187, 1.0039, -1.4024], [2.4059, 1.6411, -0.0070], [1.4239, -0.1381, -1.4811]],
  "mulliken_charge": [-1.157, -0.311, -0.805, 0.245, -0.562, -0.044, -0.172, -0.460, 0.336, 0.344, 0.244, 0.343, 0.242, 0.278, 0.481, 0.246, 0.367, 0.357, -1.100, -0.571, -0.624, 0.133, -0.534, 0.314, 0.304, 0.314, 0.313, 0.404, 0.411, 0.312, 0.354]
}

---

{
  "formula": "C8H18N4",
  "method": "ωB97M-V/def2-TZVPD",
  "charge": 2,
  "largest_force_ev_per_a": 4.9,
  "orbital_gap_ev": [8.09, 8.09],
  "e_above_lowest_ev": 2.8295,
  "e_homo_ha": [-0.5934, -0.5934],
  "species": ["C", "C", "C", "C", "C", "C", "C", "C", "N", "N", "N", "N", "H", "H", "H", "H", "H", "H", "H", "H", "H", "H", "H", "H", "H", "H", "H", "H", "H", "H"],
  "positions_angstrom": [[1.1361, 3.4281, -0.0797], [-0.9318, -1.4677, 0.4549], [0.1252, 2.1763, 0.0500], [2.4411, 2.7208, 1.7547], [1.7078, 1.3210, 1.6912], [-1.1361, -2.5095, -1.8103], [-2.8797, -0.8766, -0.8609], [1.4676, 0.2570, -0.4630], [2.1003, 3.5444, 0.7443], [-1.5784, -1.5771, -0.6485], [0.1941, -2.1001, 0.7737], [1.0345, 1.1011, 0.4208], [0.8207, 4.1523, -0.7276], [-0.4336, 2.4372, 0.8429], [-0.3144, 1.8625, -0.8672], [2.1888, 3.2127, 2.7002], [3.5040, 2.5507, 1.8940], [2.4544, 0.4824, 1.7476], [1.1426, 1.2697, 2.6266], [-0.2880, -2.0968, -2.3859], [-0.8057, -3.4742, -1.3142], [-2.1538, -2.6292, -2.3548], [-3.0260, -0.1255, -0.1436], [-2.8851, -0.4196, -1.7707], [-3.6977, -1.5873, -0.7395], [-1.2946, -0.6935, 1.1652], [1.1186, 0.1953, -1.4700], [2.0901, -0.5376, 0.1223], [0.6326, -2.8035, 0.1637], [0.6038, -2.1926, 1.7744]],
  "mulliken_charge": [-0.139, 0.141, -0.673, -0.461, -0.553, -0.930, -1.133, -0.165, -0.361, 0.034, -0.414, 0.162, 0.505, 0.371, 0.445, 0.329, 0.309, 0.362, 0.324, 0.288, 0.400, 0.380, 0.413, 0.460, 0.412, 0.394, 0.327, 0.224, 0.235, 0.313]
}

---

{
  "formula": "C8H18N4O",
  "method": "ωB97M-V/def2-TZVPD",
  "largest_force_ev_per_a": 2.3,
  "orbital_gap_ev": 9.55,
  "e_above_lowest_ev": 0.0000,
  "smiles": "NC(=O)CCCCCCN=C(N)N",
  "e_homo_ha": -0.3184,
  "species": ["N", "C", "O", "C", "C", "C", "C", "C", "C", "N", "C", "N", "N", "H", "H", "H", "H", "H", "H", "H", "H", "H", "H", "H", "H", "H", "H", "H", "H", "H", "H"],
  "positions_angstrom": [[2.7012, 1.1420, -0.4367], [1.7146, 0.7624, -1.3116], [1.0103, 1.6127, -1.8705], [1.6538, -0.7422, -1.5771], [0.3432, -1.3017, -2.1910], [-0.9474, -1.1915, -1.3474], [-1.0570, -2.1054, -0.1261], [-0.2687, -1.7022, 1.1565], [-0.6523, -0.4084, 1.8061], [-0.2257, 0.7335, 1.0407], [-0.7730, 1.8752, 1.2028], [-0.7131, 2.9231, 0.2734], [-1.5522, 2.2320, 2.2956], [3.0374, 0.4817, 0.2284], [2.7148, 2.1017, -0.0927], [2.4876, -0.9587, -2.2269], [1.9280, -1.2605, -0.6421], [0.1675, -0.7669, -3.1364], [0.4953, -2.3603, -2.4193], [-1.0826, -0.1222, -1.0957], [-1.7531, -1.4399, -2.0835], [-2.0989, -2.1789, 0.1844], [-0.7145, -3.1150, -0.4270], [0.8176, -1.7002, 0.9766], [-0.4382, -2.5011, 1.8968], [-1.7271, -0.3970, 1.9210], [-0.2829, -0.4294, 2.8677], [-0.1512, 2.6583, -0.5554], [-0.5090, 3.8215, 0.6364], [-2.3144, 2.8672, 2.1146], [-1.8102, 1.4703, 2.9384]],
  "mulliken_charge": [-0.381, 0.584, -0.727, -0.576, -0.895, -0.340, -0.760, -0.448, -1.074, -0.125, 0.309, -0.489, -0.480, 0.228, 0.264, 0.462, 0.147, 0.337, 0.398, 0.165, 0.289, 0.349, 0.314, 0.112, 0.394, 0.534, 0.356, 0.328, 0.240, 0.224, 0.261]
}

---

{
  "formula": "C8H18NO4S",
  "method": "ωB97M-V/def2-TZVPD",
  "charge": 1,
  "largest_force_ev_per_a": 0.9,
  "orbital_gap_ev": 5.88,
  "e_above_lowest_ev": 6.3638,
  "e_homo_ha": -0.4379,
  "species": ["O", "N", "O", "S", "H", "H", "C", "C", "C", "O", "C", "H", "H", "H", "H", "H", "H", "H", "H", "C", "C", "C", "O", "C", "H", "H", "H", "H", "H", "H", "H", "H"],
  "positions_angstrom": [[-0.2311, 3.0936, 0.0774], [-0.2974, 3.0385, -1.0164], [-1.9065, 3.1234, -1.6045], [-3.0444, 2.9229, -0.5522], [-3.5636, 1.7574, -0.9849], [-3.9771, 3.7117, -1.1158], [2.1702, 0.8332, 3.2168], [1.3939, 1.4995, 2.0813], [0.2665, 0.4925, 1.8558], [-0.0008, -0.1005, 3.1140], [1.0380, 0.2294, 4.0425], [2.7877, 1.5211, 3.7907], [2.8140, 0.0479, 2.8187], [0.9807, 2.4553, 2.4159], [1.9813, 1.6761, 1.1794], [0.5619, -0.2846, 1.1447], [-0.6578, 0.9586, 1.4839], [0.6485, 0.9514, 4.7668], [1.3292, -0.6727, 4.5782], [-0.0599, -1.7291, -3.4099], [-0.4857, -3.0555, -2.7767], [0.0613, -2.9120, -1.3620], [0.0131, -1.5091, -1.0580], [-0.2429, -0.7665, -2.2421], [-0.6447, -1.4498, -4.2844], [0.9903, -1.7704, -3.7022], [-1.5745, -3.1308, -2.7575], [-0.0944, -3.9309, -3.2901], [1.1000, -3.2472, -1.3000], [-0.5209, -3.4524, -0.6170], [-1.2766, -0.3869, -2.2089], [0.4414, 0.0858, -2.2833]],
  "mulliken_charge": [-0.030, 0.560, -0.388, 0.215, 0.281, 0.325, -0.654, -0.473, -0.037, -0.421, -0.440, 0.364, 0.282, 0.264, 0.343, 0.147, 0.105, 0.272, 0.278, -0.581, -0.567, -0.493, -0.293, -0.221, 0.352, 0.279, 0.250, 0.353, 0.294, 0.281, 0.119, 0.236]
}

---

{
  "formula": "C8H18O",
  "method": "ωB97M-V/def2-TZVPD",
  "largest_force_ev_per_a": 1.8,
  "orbital_gap_ev": [6.99, 7.17],
  "e_above_lowest_ev": 5.5980,
  "e_homo_ha": [-0.2263, -0.2332],
  "species": ["C", "C", "C", "C", "C", "C", "C", "C", "O", "H", "H", "H", "H", "H", "H", "H", "H", "H", "H", "H", "H", "H", "H", "H", "H", "H", "H"],
  "positions_angstrom": [[2.2164, 0.4817, 0.1682], [-0.1381, 0.2712, 0.2663], [0.1293, -0.8301, -0.4991], [-2.2142, -1.1397, -0.2579], [2.5257, 0.6305, 1.6242], [-0.6319, 1.5938, -0.2178], [0.3222, -0.8679, -1.9802], [-2.8369, -1.0025, 1.1024], [2.4594, 1.6908, -0.5038], [2.3450, 1.5478, -1.4515], [2.7674, -0.3358, -0.3056], [-0.2443, 0.1044, 1.3328], [0.4186, -1.7309, 0.0312], [-2.6262, -0.4926, -1.0293], [-2.1186, -2.1640, -0.6138], [1.8550, 1.3570, 2.0939], [2.3825, -0.3266, 2.1326], [3.5598, 0.9649, 1.7993], [0.0868, 2.3738, 0.0496], [-0.7836, 1.6294, -1.2953], [-1.5695, 1.8520, 0.2784], [-0.0767, 0.0005, -2.5039], [-0.1736, -1.7503, -2.3929], [1.3757, -0.9638, -2.2588], [-3.8692, -1.3843, 1.1458], [-2.2711, -1.5531, 1.8624], [-2.8895, 0.0436, 1.4228]],
  "mulliken_charge": [-0.008, 0.196, -0.003, -0.774, -1.344, -1.468, -1.294, -0.914, -0.537, 0.347, 0.400, 0.472, 0.318, 0.331, 0.407, 0.294, 0.317, 0.380, 0.413, 0.278, 0.350, 0.255, 0.396, 0.352, 0.349, 0.250, 0.237]
}

---

{
  "formula": "C8H18OS",
  "method": "ωB97M-V/def2-TZVPD",
  "largest_force_ev_per_a": 5.5,
  "orbital_gap_ev": 9.84,
  "e_above_lowest_ev": 0.0000,
  "smiles": "C[C@H](OCCS)C(C)(C)C",
  "e_homo_ha": -0.3324,
  "species": ["C", "C", "O", "C", "C", "S", "C", "C", "C", "C", "H", "H", "H", "H", "H", "H", "H", "H", "H", "H", "H", "H", "H", "H", "H", "H", "H", "H"],
  "positions_angstrom": [[0.4924, -1.3507, 1.5548], [0.1325, -0.1247, 0.5397], [-0.6814, -0.6016, -0.4784], [-1.9433, -1.1385, -0.0448], [-3.0969, -0.4275, -0.7043], [-3.4095, -0.9623, -2.4750], [1.3339, 0.6339, -0.0203], [2.2381, -0.2589, -0.9096], [2.0941, 1.1811, 1.2288], [0.8165, 1.8722, -0.8338], [1.5185, -1.7421, 1.5057], [0.3758, -1.0371, 2.6045], [-0.0706, -2.2699, 1.4234], [-0.5381, 0.6006, 1.0367], [-2.1167, -1.0299, 1.0764], [-2.1418, -2.1335, -0.4540], [-3.9707, -0.5569, -0.0336], [-2.8416, 0.6457, -0.7888], [-4.4188, -0.0631, -2.8301], [1.7207, -0.5032, -1.8429], [2.3395, -1.2111, -0.3741], [3.2164, 0.1508, -1.0513], [2.6016, 1.9872, 0.9796], [2.7798, 0.3960, 1.6864], [1.4153, 1.4146, 1.9907], [-0.0616, 1.7771, -1.4352], [1.6823, 2.1703, -1.3881], [0.5340, 2.5817, 0.0377]],
  "mulliken_charge": [-1.458, -0.121, -0.339, -0.677, -0.615, -0.249, 1.783, -1.766, -2.055, -1.471, 0.396, 0.320, 0.428, 0.570, 0.366, 0.389, 0.388, 0.318, 0.134, 0.363, 0.369, 0.483, 0.639, 0.340, 0.460, 0.243, 0.420, 0.343]
}